#one
An isolated molecule of C5H10OS. Source: the OMol25 dataset; level of theory: wB97M-V/def2-TZVPD.

Molar mass, g/mol: 118.20
Spin multiplicity: 1
HOMO energy, eV: -8.91
Kohn-Sham gap, Eh: 0.35849

Geometry (Å):
C: 0.88604 -0.93601 -1.48072
C: 0.56013 -0.38458 -0.11719
C: -0.91699 -0.20483 -0.35577
C: 1.52521 0.78183 0.27985
C: -1.81793 -0.66653 0.78857
O: -1.13628 -0.47778 -3.05216
S: -0.84232 -1.37994 -1.85991
H: 1.04939 -0.20011 -2.31395
H: 1.62764 -1.72281 -1.58691
H: 0.73536 -1.14921 0.68324
H: -1.27937 0.84400 -0.63822
H: 2.51352 0.30655 0.40027
H: 1.30387 1.14248 1.22906
H: 1.49433 1.59496 -0.44443
H: -1.30948 -0.68608 1.71542
H: -2.14454 -1.77176 0.62387
H: -2.74962 0.01106 0.88027

Atomic partial charges in e from the natural (NBO) method, atoms 1 to 4: -0.5862 -0.2495 -0.3710 -0.5923

***

#two
An isolated molecule of C5H10OS. Source: the OMol25 dataset; level of theory: wB97M-V/def2-TZVPD.

Molar mass, g/mol: 118.20
Spin multiplicity: 1
HOMO energy, eV: -9.19
Kohn-Sham gap, Eh: 0.36848
Structure (SMILES): CC1(C)CO[C@@H]1S

Geometry (Å):
C: -0.03698 -1.37082 -0.82473
C: -1.27924 -0.50433 0.56435
C: 0.06409 -0.04935 -0.03777
C: 1.18960 -0.02114 0.98610
C: 0.05152 1.21700 -0.87570
O: -1.22503 -1.73699 -0.11488
S: -2.74480 0.50047 0.09200
H: -0.22769 -1.26092 -1.89493
H: 0.76469 -2.09320 -0.65928
H: -1.31859 -0.62472 1.65156
H: 1.06476 0.82886 1.65391
H: 2.14836 0.07137 0.48052
H: 1.19679 -0.93240 1.58035
H: -0.10508 2.08513 -0.23893
H: -0.74453 1.18761 -1.61510
H: 1.00345 1.32568 -1.39106
H: -3.61777 -0.43257 0.45307

Atomic partial charges in e from the natural (NBO) method, atoms 1 to 4: -0.0539 0.0103 -0.0987 -0.5983

***

Stability ranking, top and bottom: #two is the most stable and #one is the least stable.

***

#one
A 2-piece molecular cluster, C2H7S3 overall. Source: the OMol25 dataset; level of theory: wB97M-V/def2-TZVPD.

Molar mass, g/mol: 127.28
Spin multiplicity: 1
HOMO energy, eV: -2.47
Kohn-Sham gap, Eh: 0.21180
Charge: -1

Geometry (Å):
C: 1.68432 0.44680 -2.01833
S: 2.50164 -1.14038 -1.66205
H: 2.32358 1.28343 -2.21359
H: 0.77316 0.31763 -2.70909
H: 1.23031 0.89315 -1.03359
C: -2.65012 1.58318 0.81603
S: -0.98674 0.83822 0.49626
S: -0.97739 -0.82043 1.85947
H: -2.70460 1.04491 1.88864
H: -3.48874 1.05612 0.07221
H: -2.69568 2.70634 0.70986
H: 1.75674 -1.51988 -0.59951

Atomic partial charges in e from the natural (NBO) method, atoms 1 to 4: -0.7799 -0.1034 0.2146 0.2197

***

#two
C2H7S3 as an isolated structure. Source: the OMol25 dataset; level of theory: wB97M-V/def2-TZVPD.

Molar mass, g/mol: 127.28
Spin multiplicity: 1
HOMO energy, eV: -2.81
Kohn-Sham gap, Eh: 0.22579
Charge: -1

Geometry (Å):
S: -1.83241 2.02574 1.16379
H: -1.26045 1.68404 2.32580
C: 0.59319 1.78122 -0.55094
S: -0.68430 0.58396 -0.07032
S: 1.10049 -1.25175 -0.91780
C: 0.05947 -2.51048 -0.12446
H: 1.41403 1.75862 0.16345
H: 0.95718 1.50147 -1.53495
H: 0.14614 2.76961 -0.59210
H: -0.92108 -2.57556 -0.60315
H: 0.53150 -3.49158 -0.19306
H: -0.10376 -2.27529 0.93374

Atomic partial charges in e from the natural (NBO) method, atoms 1 to 4: -0.3903 0.1068 -0.7435 0.0907

***

Stability ranking, top and bottom: #two is the most stable and #one is the least stable.

***

#one
C5H10FNO as an isolated structure. Source: the OMol25 dataset; level of theory: wB97M-V/def2-TZVPD.

Molar mass, g/mol: 119.14
Spin multiplicity: 1
HOMO energy, eV: -9.17
Kohn-Sham gap, Eh: 0.36989

Geometry (Å):
C: 2.43662 1.18199 -0.46041
C: 0.52737 -0.53426 -0.86981
C: -0.42066 -0.67190 0.26700
C: -1.84422 -0.26754 0.16760
C: 0.45650 0.33692 0.95682
H: 3.37735 0.43385 -0.33865
H: 2.68866 2.08671 0.21142
H: 2.58131 1.32470 -1.45017
H: 1.24375 -1.35612 -0.87597
H: 0.08844 -0.37098 -1.80077
H: -2.32636 -0.18711 1.16097
H: -2.40725 -1.00210 -0.30317
H: -1.10748 1.36192 -0.76349
H: 0.17805 1.17927 1.56215
H: 1.28483 -0.18651 1.56705
N: 1.04709 0.76455 -0.34443
O: -2.02308 0.90987 -0.64182
F: -0.40888 -1.79841 0.91212

Atomic partial charges in e from the natural (NBO) method, atoms 1 to 4: -0.4103 -0.2514 0.2819 -0.0736

***

#two
A 2-piece molecular cluster, C5H10FNO overall. Source: the OMol25 dataset; level of theory: wB97M-V/def2-TZVPD.

Molar mass, g/mol: 119.14
Spin multiplicity: 1
HOMO energy, eV: -8.69
Kohn-Sham gap, Eh: 0.34690

Geometry (Å):
C: -2.95101 -1.59215 0.24396
C: 2.65649 2.16585 0.15379
C: 1.30081 1.47636 -0.25916
C: -0.06528 -0.65397 0.22986
C: 0.73665 0.48005 0.80630
N: -3.06747 -2.36696 -0.81158
O: 0.90720 0.59009 1.97362
F: 0.13684 -0.81289 -1.17899
H: -2.84593 -2.25551 1.18740
H: 2.58563 2.60255 1.12707
H: 2.77042 3.04876 -0.41920
H: 3.65594 1.70869 0.10714
H: 1.32927 1.04899 -1.23396
H: 0.52123 2.17492 -0.45113
H: 0.21628 -1.57636 0.60869
H: -1.25232 -0.66044 0.33696
H: -3.26904 -3.43969 -0.72705
H: -3.36573 -1.93828 -1.69370

Atomic partial charges in e from the natural (NBO) method, atoms 1 to 4: -0.0950 -0.6209 -0.5155 -0.0963

***

Stability ranking, top and bottom: #one is the most stable and #two is the least stable.

***

#one
An isolated molecule of C3H2N2S. Source: the OMol25 dataset; level of theory: wB97M-V/def2-TZVPD.

Molar mass, g/mol: 98.13
Spin multiplicity: 1
HOMO energy, eV: -9.75
Kohn-Sham gap, Eh: 0.26001
Structure (SMILES): S=C1C=NN=C1

Geometry (Å):
C: 0.31662 0.05006 -0.02039
C: -0.64228 1.13764 0.07919
C: -0.59735 -1.10300 0.04628
H: -0.23899 2.15487 0.09618
H: -0.34391 -2.09596 0.02102
N: -1.81197 0.68482 -0.07912
N: -1.82782 -0.72893 0.00303
S: 1.97497 -0.01615 -0.01344

Atomic partial charges in e from the natural (NBO) method, atoms 1 to 4: -0.2176 -0.0228 -0.0004 0.2221

***

#two
An isolated molecule of C3H2N2S. Source: the OMol25 dataset; level of theory: wB97M-V/def2-TZVPD.

Molar mass, g/mol: 98.13
Spin multiplicity: 1
HOMO energy, eV: -9.64
Kohn-Sham gap, Eh: 0.27466
Structure (SMILES): S=C1C=NC=N1

Geometry (Å):
C: -0.97919 -0.15909 0.02722
C: -0.08107 1.02219 0.00288
C: 1.06947 -0.77128 -0.03993
H: -0.42272 2.08229 0.09224
H: 1.95971 -1.43484 -0.05135
N: 1.13429 0.67724 -0.03427
N: -0.10927 -1.29154 0.03169
S: -2.57122 -0.12497 -0.02849

Atomic partial charges in e from the natural (NBO) method, atoms 1 to 4: -0.0945 0.0644 0.2635 0.2212

***

#three
An isolated molecule of C3H2N2S. Source: the OMol25 dataset; level of theory: wB97M-V/def2-TZVPD.

Molar mass, g/mol: 98.13
Spin multiplicity: 1
HOMO energy (spin up / spin down), eV: -9.30 / -8.88
Kohn-Sham gap (spin up / spin down), Eh: 0.20972 / 0.20125

Geometry (Å):
C: 0.32967 -0.65504 0.34724
C: 0.08969 0.22044 -0.62543
C: 1.97177 -1.47095 -0.99364
N: 1.31684 -1.54777 0.20496
N: 1.66362 -0.60549 -1.86229
S: 3.26784 -2.60302 -1.16915
H: -0.22199 -0.72863 1.27685
H: -0.29588 1.12532 -1.01411

Atomic partial charges in e from the natural (NBO) method, atoms 1 to 4: -0.1370 0.0884 0.0438 -0.3550

***

Stability ranking, top and bottom: #two is the most stable and #three is the least stable.

***

#one
An isolated molecule of C7H10S. Source: the OMol25 dataset; level of theory: wB97M-V/def2-TZVPD.

Molar mass, g/mol: 126.22
Spin multiplicity: 1
HOMO energy, eV: -8.56
Kohn-Sham gap, Eh: 0.34255
Structure (SMILES): C#CCCSC(=C)C

Geometry (Å):
C: -1.58991 0.69906 1.11946
C: -1.49912 -0.00135 -0.29692
C: -2.20564 0.33161 -1.33938
C: 0.88461 -1.40142 0.52042
C: 2.04530 -0.97032 -0.46665
C: 1.91059 0.36353 -0.68308
C: 2.03107 1.62490 -0.30336
H: -1.94439 1.79263 0.64258
H: -2.27005 0.28516 1.95901
H: -0.42991 0.61830 1.47592
H: -2.06860 -0.12069 -2.34257
H: -2.77530 1.18646 -1.17281
H: 1.00046 -0.62250 1.39516
H: 0.97637 -2.40371 1.13264
H: 1.76586 -1.51566 -1.49663
H: 3.04081 -1.06071 0.07777
H: 1.84796 2.79685 0.06369
S: -0.72009 -1.60215 -0.28526

Atomic partial charges in e from the natural (NBO) method, atoms 1 to 4: -0.6680 -0.1352 -0.4175 -0.5554

***

#two
An isolated molecule of C7H10S. Source: the OMol25 dataset; level of theory: wB97M-V/def2-TZVPD.

Molar mass, g/mol: 126.22
Spin multiplicity: 1
HOMO energy, eV: -8.40
Kohn-Sham gap, Eh: 0.34444
Structure (SMILES): C[C@@]12C[C@H]1C=CCS2

Geometry (Å):
C: 1.21568 0.48695 1.25476
C: 0.44218 0.90229 0.00366
C: 1.29972 1.02502 -1.27146
C: 0.27385 -0.06636 -1.11282
C: -0.01075 -1.40905 -0.53159
C: -1.08737 -1.38814 0.25023
C: -1.99037 -0.14826 0.38597
H: 0.56670 -0.06085 1.91113
H: 1.63048 1.38251 1.79701
H: 2.00644 -0.20313 0.93372
H: 2.32955 0.79564 -1.12025
H: 1.02579 1.75645 -2.02431
H: -0.53673 0.22786 -1.85720
H: 0.56465 -2.32613 -0.70494
H: -1.33595 -2.23244 0.86357
H: -2.64044 -0.25556 1.27717
H: -2.61596 -0.07849 -0.50218
S: -1.13747 1.59170 0.44753

Atomic partial charges in e from the natural (NBO) method, atoms 1 to 4: -0.6159 -0.1822 -0.3721 -0.3046

***

#three
An isolated molecule of C7H10S. Source: the OMol25 dataset; level of theory: wB97M-V/def2-TZVPD.

Molar mass, g/mol: 126.22
Spin multiplicity: 1
HOMO energy, eV: -7.91
Kohn-Sham gap, Eh: 0.32017
Structure (SMILES): CC1(C)[C@@H]2SC=C[C@@H]21

Geometry (Å):
C: 0.64382 0.50099 -2.05074
C: 0.25475 0.31960 -0.63053
C: 1.08777 1.23705 0.29953
C: -1.23893 0.09186 -0.04467
C: -1.08410 -1.00876 2.07669
C: -0.26603 -1.61038 1.22724
C: -0.30837 -1.03101 -0.11738
H: 1.10636 1.65135 -2.34689
H: 1.47558 -0.38341 -2.24686
H: -0.36683 0.37070 -2.71629
H: 1.14848 0.85788 1.29334
H: 0.66887 2.44149 0.59882
H: 2.33948 1.31768 0.25725
H: -2.13481 0.34075 -0.68302
H: -1.09170 -1.49286 3.04640
H: 0.22556 -2.52312 1.51127
H: -0.74654 -1.69455 -1.00509
S: -1.71334 0.61474 1.53094

Atomic partial charges in e from the natural (NBO) method, atoms 1 to 4: -0.6127 -0.0891 -0.6342 -0.3970

***

Stability ranking, top and bottom: #two is the most stable and #one is the least stable.